# 1
ORCA calculation (the ωB97M-V functional and the def2-TZVPD basis) on 13 unconnected molecules or ions with the total composition C13H52O13 at a distorted geometry.

Results
* energy relative to the best compared isomer or geometry (same formula, charge and spin): 326.3 kJ/mol

Cartesian coordinates (Å):
C1 -2.624 -3.528 1.755
O1 -1.820 -2.493 2.206
H1 -3.182 -3.984 2.573
H2 -3.377 -3.217 1.031
H3 -1.997 -4.279 1.275
H4 -0.921 -2.802 2.066
C2 -4.016 0.759 -0.135
O2 -5.110 1.719 0.064
H5 -4.187 -0.233 0.284
H6 -3.896 0.551 -1.198
H7 -3.149 1.212 0.345
H8 -5.760 1.435 0.711
C3 0.735 2.531 3.440
O3 -0.471 3.177 3.453
H9 0.628 1.989 2.500
H10 1.549 3.250 3.351
H11 0.876 1.862 4.289
H12 -0.446 3.660 2.624
C4 0.579 -0.878 -4.084
O4 1.837 -0.580 -3.518
H13 0.643 -0.609 -5.138
H14 0.405 -1.944 -3.934
H15 -0.231 -0.333 -3.600
H16 1.664 -0.439 -2.584
C5 -0.703 -4.366 -1.672
O5 -1.790 -5.270 -1.848
H17 -0.019 -4.326 -2.519
H18 -1.078 -3.354 -1.522
H19 -0.120 -4.487 -0.759
H20 -2.012 -5.293 -2.782
C6 1.252 3.087 -3.506
O6 2.040 2.141 -4.214
H21 0.999 2.594 -2.568
H22 1.624 4.099 -3.348
H23 0.429 3.265 -4.199
H24 1.681 1.256 -4.116
C7 -1.065 3.381 0.069
O7 -0.465 4.258 0.958
H25 -0.398 3.049 -0.727
H26 -1.354 2.460 0.575
H27 -1.886 3.851 -0.474
H28 -0.203 5.069 0.515
C8 0.051 -0.428 0.147
O8 0.664 0.187 -1.059
H29 0.811 -1.038 0.636
H30 -0.462 0.276 0.803
H31 -0.734 -1.116 -0.165
H32 1.244 0.891 -0.759
C9 4.204 -1.013 1.122
O9 5.487 -0.749 0.732
H33 3.584 -0.193 0.760
H34 3.830 -1.927 0.659
H35 4.216 -1.280 2.179
H36 5.953 -1.588 0.723
C10 3.657 2.615 -0.775
O10 2.341 2.528 -0.086
H37 4.277 1.741 -0.575
H38 3.625 2.844 -1.840
H39 4.355 3.341 -0.359
H40 2.077 3.437 0.073
C11 -1.540 -0.335 4.538
O11 -2.062 -1.553 4.877
H41 -0.596 -0.214 5.068
H42 -1.287 -0.298 3.478
H43 -2.271 0.453 4.717
H44 -2.449 -1.924 4.081
C12 1.878 -4.504 2.006
O12 1.024 -3.359 2.070
H45 1.406 -5.470 2.184
H46 2.257 -4.570 0.986
H47 2.730 -4.287 2.650
H48 1.032 -3.192 3.016
C13 -2.080 1.862 -3.040
O13 -2.674 3.106 -2.994
H49 -2.869 1.207 -3.411
H50 -1.217 1.819 -3.704
H51 -1.772 1.521 -2.052
H52 -3.348 2.966 -2.325

# 2
ORCA calculation (the ωB97M-V functional and the def2-TZVPD basis) on 21 unconnected molecules or ions with the total composition C13H58BN2O27 at a distorted geometry.

Results
* energy relative to the best compared isomer or geometry (same formula, charge and spin): 211.2 kJ/mol
* charge: -1

Cartesian coordinates (Å):
N1 3.302 -22.597 -13.097
H1 3.539 -23.557 -13.305
H2 3.952 -22.087 -13.678
H3 3.464 -22.452 -12.111
H4 2.364 -22.310 -13.336
C1 -1.409 -21.293 -10.661
C2 -0.234 -20.251 -10.378
C3 -0.969 -18.883 -10.328
C4 -0.047 -17.762 -9.885
C5 0.429 -18.048 -8.434
C6 1.139 -19.388 -8.282
N2 0.358 -20.484 -9.000
O1 0.923 -21.797 -8.821
C7 1.234 -19.590 -6.793
C8 2.602 -19.238 -8.813
C9 0.729 -20.281 -11.650
H5 -2.198 -21.169 -9.919
H6 -1.035 -22.291 -10.434
H7 -1.847 -21.326 -11.658
H8 -1.843 -18.920 -9.678
H9 -1.332 -18.662 -11.332
H10 -0.554 -16.798 -9.905
H11 0.840 -17.715 -10.516
H12 -0.396 -18.006 -7.723
H13 1.084 -17.200 -8.235
H14 0.349 -19.356 -6.201
H15 1.919 -18.884 -6.324
H16 1.714 -20.535 -6.541
H17 2.708 -19.274 -9.897
H18 3.223 -20.073 -8.488
H19 3.083 -18.359 -8.384
H20 1.424 -19.443 -11.617
H21 0.244 -20.093 -12.608
H22 1.203 -21.243 -11.846
O2 0.549 -16.193 -4.560
C10 1.578 -15.968 -5.277
O3 1.645 -15.385 -6.476
B1 3.050 -15.075 -6.758
O4 3.841 -15.788 -5.726
C11 3.052 -16.318 -4.850
O5 3.362 -16.981 -3.889
O6 3.262 -13.569 -6.685
C12 4.082 -13.207 -7.606
O7 4.587 -12.123 -7.823
C13 4.166 -14.391 -8.622
O8 3.474 -15.420 -8.103
O9 4.736 -14.339 -9.722
O10 -0.925 -14.441 -7.465
H23 -1.476 -15.210 -7.609
H24 -0.882 -14.350 -6.513
O11 -2.353 -20.367 -7.413
H25 -1.511 -20.450 -7.860
H26 -2.898 -19.863 -8.018
O12 1.046 -23.713 -11.246
H27 0.773 -22.912 -10.798
H28 0.227 -24.149 -11.479
O13 4.240 -19.640 -12.518
H29 4.053 -18.957 -11.874
H30 4.832 -20.241 -12.066
O14 2.593 -24.035 -8.244
H31 1.964 -23.315 -8.292
H32 2.684 -24.335 -9.148
O15 -1.982 -24.314 -8.745
H33 -1.633 -23.480 -9.060
H34 -1.291 -24.949 -8.931
O16 5.425 -19.052 -6.917
H35 5.823 -19.095 -6.047
H36 4.988 -19.896 -7.024
O17 -0.331 -22.059 -5.978
H37 -1.102 -21.535 -6.191
H38 0.159 -22.111 -6.799
O18 0.326 -14.212 -9.812
H39 -0.323 -14.287 -9.112
H40 1.061 -14.749 -9.516
O19 5.042 -22.090 -7.698
H41 4.204 -22.493 -7.927
H42 5.573 -22.176 -8.490
O20 -1.287 -19.354 -3.661
H43 -1.203 -18.706 -2.962
H44 -0.386 -19.552 -3.916
O21 4.047 -17.035 -11.367
H45 3.900 -17.579 -10.593
H46 4.351 -16.197 -11.017
O22 -3.368 -20.270 -14.317
H47 -3.002 -19.632 -13.704
H48 -3.910 -20.842 -13.774
O23 3.730 -22.159 -10.558
H49 2.901 -21.929 -10.139
H50 4.400 -21.788 -9.985
O24 2.372 -22.431 -4.087
H51 2.516 -21.878 -4.855
H52 1.730 -21.952 -3.564
O25 -3.343 -22.779 -13.077
H53 -3.653 -23.520 -12.556
H54 -2.391 -22.794 -12.972
O26 -4.225 -19.516 -9.275
H55 -4.568 -18.652 -9.048
H56 -4.612 -19.712 -10.128
O27 0.915 -22.159 -14.383
H57 0.301 -22.867 -14.577
H58 0.879 -21.591 -15.152

Quick rundown of Kohn-Sham gap, same order as above: 9.8044 5.1671 eV
Quick rundown of total energy, same order as above: -40934.6388 -73367.2650 eV
Quick rundown of molecular weight, same order as above: 416.5 685.4 g/mol